# C10H13N

C10H13N as an isolated structure (the ωB97M-V functional and the def2-TZVPD basis, the Open Molecules 2025 dataset).

Results
HOMO-LUMO gap = 9.178 eV
energy relative to the best compared isomer or geometry (same formula, charge and spin) = 235.4 kcal/mol
charge = 0
HOMO energy = -8.356 eV
strongest force on any atom = 0.2116 hartree/bohr

Cartesian coordinates (Å):
C  2.17837  -0.40623  1.32661
C  2.03809  -0.33310  -0.28184
C  0.79745  -1.32268  -0.52177
C  -0.52798  -0.69680  -0.35115
C  -1.66984  -1.32988  -0.17620
C  -2.83845  -0.89493  0.00048
C  -3.02816  0.54192  0.16229
C  -1.85682  1.38324  0.09598
C  -0.60922  0.78323  -0.02443
C  0.56170  1.52446  -0.12205
H  3.04422  -1.35224  1.51121
H  2.91094  0.63163  1.18559
H  0.96386  -0.46458  1.93015
H  3.27914  -0.58457  -0.88517
H  0.69287  -2.18718  -0.23596
H  0.85287  -1.62603  -1.55733
H  -1.47686  -2.29385  -0.38316
H  -3.62994  -1.35756  0.14344
H  -4.19731  1.23269  0.47220
H  -1.80345  2.48279  0.01524
H  0.64086  1.78673  0.79925
H  0.47458  2.42332  -0.41217
H  1.37302  1.07134  -1.87387
N  1.83006  0.98825  -0.81735